[1]
The following is a DFT calculation (wB97M-V/def2-TZVPD) of 2 unconnected molecules or ions with the total composition C7H10O3S in a non-equilibrium geometry.

The value obtained for the energy above the lowest of the compared OMol25 structures with the same formula, charge and spin is 410.2 kJ/mol. The value obtained for the total energy is -24393.1757 eV. For the LUMO energy, the calculation gives 0.19 eV. Its HOMO-LUMO gap is 9.39 eV. The calculation puts the maximum force at 7.62 eV/Å.

```
21
C7H10O3S wB97M-V/def2-TZVPD
C -3.19 -2.35 0.04
C 3.01 2.92 0.22
C -3.16 -0.81 0.14
C 2.03 2.24 0.76
C -2.03 -1.46 0.36
C 1.22 1.21 -1.45
C 0.97 1.44 0.00
O -0.26 -3.04 1.69
O 0.18 -2.10 -0.66
O 0.05 0.88 0.61
S -0.24 -1.67 0.65
H -3.29 -2.76 -0.96
H -3.82 -2.87 0.86
H 3.61 3.51 0.83
H 3.30 3.04 -0.87
H -3.66 0.00 0.02
H 1.89 2.32 1.76
H 0.51 0.43 -1.51
H 2.27 0.95 -1.57
H 0.96 2.02 -2.08
H -0.36 -3.90 1.16
```

Atomic charges from the Löwdin analysis, expressed in e, are listed below: number 1, C, carries -0.133; number 2, C, carries 0.034; number 3, C, carries 0.032; number 4, C, carries -0.080; number 5, C, carries -0.315; number 6, C, carries -0.007; number 7, C, carries -0.407; number 8, O, carries -0.333; number 9, O, carries -0.448; number 10, O, carries -0.033; number 11, S, carries 0.937; number 12, H, carries 0.072; number 13, H, carries 0.109; number 14, H, carries 0.039; number 15, H, carries 0.097; number 16, H, carries 0.035; number 17, H, carries 0.074; number 18, H, carries 0.059; number 19, H, carries 0.099; number 20, H, carries 0.085; number 21, H, carries 0.086



[2]
The following is a DFT calculation (wB97M-V/def2-TZVPD) of 6 unconnected molecules or ions with the total composition C14H40N2O6 in a non-equilibrium geometry.

The value obtained for the energy above the lowest of the compared OMol25 structures with the same formula, charge and spin is 298.5 kJ/mol. The value obtained for the total energy is -30426.4005 eV. For the LUMO energy, the calculation gives 0.44 eV. As for the SMILES: NC(N)=O.CC(C)O.CC(C)O.CC(C)O.CC(C)O.CO. Its HOMO-LUMO gap is 9.38 eV. The calculation puts the maximum force at 12.24 eV/Å.

```
62
C14H40N2O6 wB97M-V/def2-TZVPD
N -4.62 -0.05 1.52
C -4.75 0.37 0.32
N -4.04 -0.30 -0.54
O -5.64 1.39 -0.04
H -5.16 0.50 2.24
H -3.93 -0.77 1.78
H -4.03 0.00 -1.52
H -3.31 -0.98 -0.18
C 3.47 0.62 -0.96
C 3.85 1.12 0.38
C 4.34 0.02 1.34
O 4.62 2.09 0.43
H 2.53 1.05 -1.40
H 3.23 -0.46 -0.88
H 4.19 0.61 -1.74
H 2.87 1.52 0.76
H 4.21 0.36 2.33
H 5.43 -0.26 1.09
H 3.67 -0.77 1.24
H 4.24 2.95 0.55
C 0.34 2.62 0.85
C -0.10 1.28 0.34
C -1.21 0.64 1.18
O -0.54 1.34 -0.82
H 0.86 2.33 1.79
H -0.50 3.27 1.05
H 1.00 3.16 0.21
H 0.72 0.56 0.41
H -0.95 0.72 2.20
H -1.22 -0.45 1.02
H -2.20 1.10 0.98
H -0.87 0.47 -1.05
C -0.29 1.13 -3.89
C -1.60 0.41 -4.05
C -1.52 -1.01 -4.63
O -2.29 0.38 -3.03
H 0.29 0.71 -3.05
H -0.33 2.17 -3.58
H 0.24 1.01 -4.83
H -2.14 1.03 -4.73
H -0.98 -0.87 -5.58
H -2.43 -1.47 -4.85
H -0.93 -1.68 -4.10
H -3.13 0.79 -3.21
C 1.26 -1.39 2.43
C 0.36 -1.81 3.57
C 1.01 -1.95 4.92
O -0.79 -1.22 3.69
H 1.69 -0.40 2.56
H 0.71 -1.39 1.53
H 2.03 -2.13 2.31
H 0.06 -2.79 3.30
H 0.60 -2.50 5.74
H 1.15 -1.00 5.33
H 2.00 -2.35 4.76
H -0.70 -0.39 4.11
C 0.22 -1.68 -1.54
O -1.15 -1.47 -1.32
H 0.34 -2.00 -2.51
H 0.61 -2.43 -0.82
H 0.77 -0.76 -1.41
H -1.58 -0.95 -1.99
```

Atomic charges from the Löwdin analysis, expressed in e, are listed below: number 1, N, carries 0.147; number 2, C, carries -0.673; number 3, N, carries 0.164; number 4, O, carries -0.164; number 5, H, carries 0.161; number 6, H, carries 0.134; number 7, H, carries 0.109; number 8, H, carries 0.123; number 9, C, carries -0.040; number 10, C, carries -0.662; number 11, C, carries -0.024; number 12, O, carries 0.045; number 13, H, carries 0.084; number 14, H, carries 0.081; number 15, H, carries 0.070; number 16, H, carries 0.123; number 17, H, carries 0.066; number 18, H, carries 0.124; number 19, H, carries 0.020; number 20, H, carries 0.122; number 21, C, carries -0.018; number 22, C, carries -0.654; number 23, C, carries -0.033; number 24, O, carries 0.005; number 25, H, carries 0.090; number 26, H, carries 0.084; number 27, H, carries 0.068; number 28, H, carries 0.104; number 29, H, carries 0.045; number 30, H, carries 0.074; number 31, H, carries 0.095; number 32, H, carries 0.051; number 33, C, carries -0.014; number 34, C, carries -0.632; number 35, C, carries 0.001; number 36, O, carries 0.000; number 37, H, carries 0.062; number 38, H, carries 0.092; number 39, H, carries 0.087; number 40, H, carries 0.140; number 41, H, carries 0.092; number 42, H, carries 0.069; number 43, H, carries 0.042; number 44, H, carries 0.144; number 45, C, carries -0.026; number 46, C, carries -0.585; number 47, C, carries -0.034; number 48, O, carries 0.008; number 49, H, carries 0.080; number 50, H, carries 0.039; number 51, H, carries 0.086; number 52, H, carries 0.132; number 53, H, carries 0.080; number 54, H, carries 0.064; number 55, H, carries 0.079; number 56, H, carries 0.091; number 57, C, carries -0.126; number 58, O, carries -0.124; number 59, H, carries 0.052; number 60, H, carries 0.106; number 61, H, carries 0.050; number 62, H, carries 0.023



[3]
The following is a DFT calculation (wB97M-V/def2-TZVPD) of a molecular structure, C19H14F6O5PbS in a non-equilibrium geometry.

The value obtained for the energy above the lowest of the compared OMol25 structures with the same formula, charge and spin is 286.2 kJ/mol. The value obtained for the total energy is -62554.3144 eV. For the LUMO energy (alpha / beta), the calculation gives -2.97 / -3.79 eV. Its HOMO-LUMO gap (alpha / beta) is 5.31 / 4.37 eV. The calculation puts the maximum force at 2.46 eV/Å.

```
46
C19H14F6O5PbS wB97M-V/def2-TZVPD
Pb 0.41 -0.07 -0.48
O 4.62 -0.47 0.32
C 3.58 -0.01 0.74
O 2.61 0.54 0.19
C 3.43 -0.08 2.30
C 4.59 -0.09 3.05
C 4.54 -0.13 4.43
C 3.31 -0.19 5.06
C 2.15 -0.20 4.32
C 2.17 -0.14 2.92
S 0.58 -0.16 2.20
H 5.54 -0.04 2.54
H 5.46 -0.12 5.01
H 3.25 -0.23 6.14
H 1.19 -0.24 4.81
C -4.33 0.72 -0.65
C -2.89 1.10 -0.42
O -2.09 0.24 -0.08
C -2.54 2.51 -0.58
C -3.48 3.52 -0.40
C -3.14 4.86 -0.44
C -1.79 5.23 -0.58
C -0.83 4.27 -0.75
C -1.17 2.88 -0.87
O -0.29 2.09 -1.31
H -4.39 -0.36 -0.74
H -4.72 1.20 -1.55
H -4.94 1.03 0.20
H -4.51 3.26 -0.19
H -3.89 5.62 -0.32
H -1.52 6.27 -0.55
H 0.20 4.52 -0.88
C -0.01 -4.64 -1.62
C -0.01 -3.13 -1.97
O 0.20 -2.36 -0.89
C 1.11 -2.90 -3.03
F 1.18 -1.62 -3.43
F 2.31 -3.21 -2.54
F 0.95 -3.63 -4.14
C -1.36 -2.81 -2.65
F -1.60 -3.56 -3.73
F -2.39 -3.01 -1.81
F -1.46 -1.53 -3.06
H 0.91 -4.87 -1.10
H -0.08 -5.23 -2.53
H -0.85 -4.85 -0.96
```

Atomic charges from the Löwdin analysis, expressed in e, are listed below: number 1, Pb, carries 1.487; number 2, O, carries 0.067; number 3, C, carries -0.673; number 4, O, carries -0.233; number 5, C, carries -0.104; number 6, C, carries -0.005; number 7, C, carries -0.040; number 8, C, carries -0.076; number 9, C, carries -0.123; number 10, C, carries -0.549; number 11, S, carries 0.790; number 12, H, carries 0.122; number 13, H, carries 0.111; number 14, H, carries 0.106; number 15, H, carries 0.091; number 16, C, carries 0.009; number 17, C, carries -0.354; number 18, O, carries -0.048; number 19, C, carries -0.058; number 20, C, carries -0.002; number 21, C, carries -0.030; number 22, C, carries -0.047; number 23, C, carries 0.047; number 24, C, carries -0.329; number 25, O, carries -0.111; number 26, H, carries 0.095; number 27, H, carries 0.097; number 28, H, carries 0.097; number 29, H, carries 0.117; number 30, H, carries 0.115; number 31, H, carries 0.116; number 32, H, carries 0.131; number 33, C, carries 0.021; number 34, C, carries -0.515; number 35, O, carries -0.312; number 36, C, carries -0.581; number 37, F, carries 0.133; number 38, F, carries 0.164; number 39, F, carries 0.146; number 40, C, carries -0.577; number 41, F, carries 0.147; number 42, F, carries 0.147; number 43, F, carries 0.133; number 44, H, carries 0.096; number 45, H, carries 0.089; number 46, H, carries 0.093